77
Properties=species:S:1:pos:R:3 method="wB97M-V/def2-TZVPD" e_tot_ev=-75699.1004 smiles="CC(=O)OC(=O)COC(=O)OB(O)O.C[N+](=O)[O-].C[N+](=O)[O-].C[N+](=O)[O-].C[N+](=O)[O-].C[N+](=O)[O-].C[N+](=O)[O-].C[N+](=O)[O-].C[N+](=O)[O-]"
C 3.39492 -0.09591 -0.60200
C 2.89040 0.82865 -1.66356
O 2.16651 0.45082 -2.55333
O 3.26043 2.17225 -1.61155
C 2.66824 2.77966 -0.53555
O 2.82933 2.41023 0.60571
C 1.79234 3.95790 -0.85075
O 1.27338 3.94802 -2.19319
C 0.20414 3.21075 -2.49326
O -0.19685 3.14328 -3.62984
O -0.36548 2.55160 -1.45703
B -0.24649 1.16383 -1.55384
O -0.02766 0.50736 -0.38206
O -0.35002 0.48389 -2.72475
H 2.65295 -0.17968 0.17878
H 4.31327 0.26892 -0.17663
H 3.54607 -1.06126 -1.05431
H 2.43093 4.82868 -0.80831
H 1.04747 4.07556 -0.08516
H -0.24718 -0.41468 -0.53902
H 0.43079 -0.03867 -2.91142
C -2.15703 2.91935 -5.76945
N -3.05200 3.03826 -6.95284
O -2.53869 3.17347 -8.04183
O -4.24432 2.99231 -6.74675
H -1.13195 2.97767 -6.10528
H -2.39076 3.73569 -5.09605
H -2.35936 1.96240 -5.30009
C 1.33816 0.65466 2.95752
N 0.58233 -0.62107 2.90015
O -0.59163 -0.60082 3.18212
O 1.20169 -1.61074 2.56876
H 0.66106 1.44344 3.25995
H 2.14089 0.52946 3.67780
H 1.73211 0.83852 1.96195
C -1.63272 -3.63960 3.32596
N -2.61136 -4.60338 3.89691
O -2.21145 -5.42123 4.69395
O -3.76490 -4.50940 3.52691
H -0.65930 -3.84062 3.74406
H -1.63487 -3.78107 2.24901
H -1.96446 -2.63982 3.58349
C -6.28074 -2.64162 4.58107
N -5.77212 -1.28102 4.90257
O -6.15946 -0.75680 5.92332
O -4.99610 -0.78764 4.11594
H -6.95800 -2.94924 5.36807
H -6.79183 -2.58202 3.62572
H -5.42355 -3.30428 4.51868
C 5.61521 5.21386 1.86241
N 4.75082 5.20203 0.65358
O 5.27313 5.04354 -0.42385
O 3.55827 5.34564 0.82802
H 6.64174 5.07174 1.54922
H 5.47904 6.17471 2.34825
H 5.28127 4.40469 2.50456
C 1.87614 -3.94990 6.62965
N 1.35214 -2.76456 5.89988
O 0.36065 -2.91280 5.22075
O 1.95557 -1.72430 6.03144
H 1.23461 -4.79528 6.41274
H 2.88945 -4.12253 6.28158
H 1.86679 -3.70882 7.68766
C -2.39839 -2.91340 -3.66897
N -1.03212 -2.69447 -3.12812
O -0.09456 -3.14262 -3.74306
O -0.94104 -2.05611 -2.10083
H -2.31368 -3.48413 -4.58475
H -2.96347 -3.45250 -2.91495
H -2.83123 -1.93510 -3.85343
C 0.28014 -0.34888 -5.56050
N -0.56382 -1.53969 -5.26507
O -1.66951 -1.35138 -4.80219
O -0.08457 -2.62314 -5.50221
H -0.27710 0.54018 -5.29411
H 1.18134 -0.43597 -4.96161
H 0.51313 -0.36484 -6.62037

=====

58
Properties=species:S:1:pos:R:3 method="wB97M-V/def2-TZVPD" charge=+1 multiplicity=5 de_lowest_kj_mol=76.0 s_squared=6.03
Ru 1.24707 -0.39311 0.43880
S -1.28323 -2.50967 2.27225
As 0.87598 -2.61633 2.29277
S 1.41502 -0.57829 2.85970
S 1.44366 -2.79647 0.17859
S 1.58676 -4.11309 3.53123
C -3.90746 -3.25116 0.20857
Si -2.97111 -1.99481 -0.90022
C -4.05703 -0.57586 -1.58999
C -1.66835 -2.72856 -2.12332
Sb -1.26189 -0.57831 0.64270
Si -2.23536 1.33625 2.28785
C -3.19490 0.39636 3.65303
C -3.37210 2.31587 1.10135
C -0.64677 2.32918 2.75782
Si 0.61876 1.14872 -1.30792
C -1.03358 1.89026 -1.94837
C 1.63522 2.68677 -0.70188
C 1.21526 0.01940 -2.77410
H -4.75983 -3.68576 -0.30654
H -4.26677 -2.76426 1.11316
H -3.25213 -4.06257 0.52072
H -4.46823 -0.84603 -2.55543
H -3.49192 0.34184 -1.70821
H -4.89002 -0.36430 -0.92900
H -2.02111 -3.61286 -2.64776
H -0.76703 -3.00259 -1.56404
H -1.38759 -1.98186 -2.86613
H -3.93263 -0.26442 3.20192
H -3.71962 1.07840 4.31449
H -2.53300 -0.21764 4.26037
H -3.79163 1.68580 0.32656
H -2.84326 3.12961 0.61971
H -4.19295 2.75237 1.65433
H 0.24694 1.83317 2.35134
H -0.51149 2.40181 3.83507
H -0.67742 3.34115 2.36147
H -1.69452 2.18625 -1.14074
H -1.57444 1.19665 -2.58146
H -0.81426 2.77156 -2.54158
H 0.94489 3.47466 -0.41529
H 2.27444 3.07227 -1.48930
H 2.26488 2.45903 0.16105
H 0.35268 -0.32729 -3.33496
H 1.74974 -0.86854 -2.42314
H 1.85907 0.55949 -3.46045
N 6.04800 0.19479 -2.37596
C 5.47407 0.05662 -1.17094
C 4.09416 0.30133 -0.98211
N 3.51090 0.12840 0.19452
C 4.29566 -0.23587 1.21532
C 5.65523 -0.44933 1.03082
N 6.23535 -0.32475 -0.14414
H 5.51634 0.47585 -3.17953
H 7.02721 -0.01569 -2.47173
H 3.49808 0.66382 -1.80357
H 3.84637 -0.33624 2.19313
H 6.28990 -0.73198 1.85920

=====

57
Properties=species:S:1:pos:R:3 method="wB97M-V/def2-TZVPD" charge=-1 e_tot_ev=-76014.9782
C 0.42038 3.31189 1.72515
C 1.78424 3.64982 1.10188
C 2.89090 2.63298 1.38493
C 2.47059 1.17959 1.24244
O 1.69448 1.02667 0.08330
In 1.11381 -0.91594 -0.33542
C -0.99756 -1.06103 0.37343
C -1.10126 -0.19754 1.63297
C -2.52601 0.20126 2.09552
C -3.60687 0.03620 1.03573
C -3.43350 1.09271 -0.07242
C -4.48748 2.16595 -0.03493
O -4.14714 3.26703 -0.91509
C -4.22396 2.97029 -2.24417
C -2.91926 2.77252 -2.96778
O -5.30886 2.88162 -2.82691
P 1.01211 -1.08843 -2.89073
N 0.86841 0.33970 -3.62770
P 2.64440 -2.69146 0.66652
N 3.65742 -3.17974 -0.43055
O 3.45374 -2.19485 1.99839
O 1.74635 -3.92170 1.28523
H -0.32204 3.13258 0.95714
H 0.48906 2.47830 2.41205
H 0.06597 4.16264 2.30496
H 2.10719 4.59595 1.53707
H 1.69268 3.83691 0.03923
H 3.25952 2.79506 2.40062
H 3.72753 2.84382 0.72337
H 3.39442 0.59424 1.14405
H 1.95229 0.82071 2.13851
H -1.27167 -2.08532 0.61570
H -1.59171 -0.69517 -0.45664
H -0.65212 -0.78096 2.43573
H -0.48547 0.68876 1.52971
H -2.50376 1.26560 2.33714
H -2.80974 -0.29881 3.01890
H -3.62485 -0.95802 0.60850
H -4.56981 0.19989 1.52360
H -3.42533 0.58804 -1.03663
H -2.45630 1.56010 0.01950
H -5.46269 1.79758 -0.34093
H -4.52388 2.61985 0.94754
H -2.83710 1.71776 -3.20966
H -2.94548 3.30609 -3.90923
H -2.05910 3.06645 -2.38184
H 2.19291 -1.75501 -3.32086
H -0.09370 -1.90611 -3.24169
H 0.02745 0.33758 -4.18982
H 3.56613 -4.17831 -0.58518
H 4.20478 -1.70458 1.65898
H 0.93297 -3.93182 0.77916
C 4.69331 -7.22300 -0.84542
Cl 3.20825 -6.42636 -1.35858
Cl 4.96709 -8.75291 -1.69877
H 5.52423 -6.55980 -1.05111
H 4.62401 -7.42926 0.21509

=====

52
Properties=species:S:1:pos:R:3 method="wB97M-V/def2-TZVPD" charge=+3 multiplicity=3 de_lowest_kj_mol=0.0 s_squared=2.03
C -1.39968 -0.17439 -6.60386
I -1.26253 -0.14521 -4.09992
H -0.35799 -0.08525 -6.91577
H -2.03990 0.68511 -6.82190
H -1.86474 -1.15293 -6.74769
W 0.37054 -0.10827 -2.14360
P 0.31907 2.12673 -1.35559
C -1.24771 3.08204 -1.22775
C 1.37692 2.89603 -0.04470
H 1.50030 3.97992 -0.22340
H 1.16692 3.79733 -2.82694
H 2.36225 2.40749 -0.05587
H 2.12865 2.29274 -3.01641
H -1.69936 2.87299 -0.24326
H 0.88665 2.75210 0.93248
C 1.11017 2.69731 -2.91765
H -1.03568 4.16262 -1.30190
H 0.49399 2.48568 -3.80264
H -1.93289 2.79378 -2.03685
P 0.32377 -2.43227 -1.03552
C -1.22728 -3.40409 -0.74591
C 1.12581 -3.26865 -2.47436
H 2.37493 -2.54661 0.30320
H 1.51822 -4.11424 0.36622
H 0.90907 -2.75470 1.33991
C 1.38603 -3.01843 0.38242
H 2.13100 -2.85010 -2.63556
H 1.21601 -4.34027 -2.22595
H -1.01699 -4.48429 -0.66573
H -1.91672 -3.23704 -1.58441
H 0.51044 -3.17904 -3.38200
H -1.68583 -3.06830 0.19822
Cl 2.63548 -0.23118 -1.98586
O 1.03735 0.11635 0.88768
C 0.40170 -0.07820 1.95469
C 1.16443 -0.10329 3.24816
C 0.78189 1.11433 4.07301
C -0.48590 0.86165 4.88440
C -1.73424 0.73999 4.01718
C -1.77168 -0.48160 3.08729
N -0.92574 -0.33189 1.93132
H 0.98510 -1.06398 3.75477
H 2.21676 -0.01231 2.95878
H 1.60116 1.25338 4.78757
H 0.65847 2.02184 3.43560
H -0.38063 -0.05639 5.48233
H -0.61567 1.69663 5.58227
H -2.58323 0.64029 4.69956
H -1.89275 1.65542 3.42868
H -1.43828 -1.37781 3.64773
H -2.80165 -0.62089 2.73378
H -1.37602 -0.41014 1.00373

=====

78
Properties=species:S:1:pos:R:3 method="wB97M-V/def2-TZVPD" e_tot_ev=-314599.4132 smiles=NB(O)[PH](O)(CCF)OB(O)O.ClCCl.ClCCl.ClCCl.ClCCl.ClCCl.ClCCl.ClCCl.ClCCl.ClCCl.ClCCl.ClCCl
N 4.23744 -1.65378 -1.03635
B 4.62967 -1.48016 -2.52418
O 6.01576 -1.84886 -2.88110
P 3.34584 -0.87056 -3.80386
O 2.61255 -2.45568 -3.71554
C 1.62561 -0.12944 -3.45462
C 0.50363 -1.20160 -2.89977
F -0.66327 -0.35689 -2.44209
O 4.11245 0.66314 -4.05584
B 4.58290 1.29963 -2.82026
O 3.78292 1.72294 -1.65696
O 6.05098 1.63065 -2.75933
H 3.39134 -1.01959 -0.94151
H 4.97785 -1.14738 -0.46307
H 5.90279 -2.68696 -3.45128
H 3.64433 -1.17602 -5.21056
H 3.08622 -3.05418 -3.06417
H 1.19918 0.26730 -4.49679
H 1.60135 0.78899 -2.73154
H 0.84879 -1.78054 -1.91586
H 0.06198 -1.91278 -3.72302
H 3.27232 2.53322 -1.95054
H 6.50740 1.17080 -3.54988
Cl -3.49007 1.97686 -0.50681
C -3.44042 0.98182 -1.96713
Cl -5.04558 0.35859 -2.36715
H -3.07706 1.58947 -2.79954
H -2.76324 0.14041 -1.80141
Cl 4.81445 -3.97115 1.64853
C 3.08255 -3.68080 1.85185
Cl 2.31855 -3.28360 0.30800
H 2.61610 -4.58156 2.25835
H 2.94044 -2.84727 2.54397
Cl 11.11445 1.04703 -3.55147
C 9.38255 1.33738 -3.34815
Cl 8.61855 1.73458 -4.89200
H 8.91610 0.43663 -2.94165
H 9.24044 2.17091 -2.65603
Cl 2.71445 -2.02402 4.60379
C 0.98255 -1.73367 4.80712
Cl 0.21855 -1.33647 3.26326
H 0.51610 -2.63443 5.21361
H 0.84044 -0.90014 5.49924
Cl -7.24624 3.56822 2.39501
C -6.60114 1.94710 2.11058
Cl -7.90158 0.75427 2.00585
H -6.04137 1.94654 1.17205
H -5.93757 1.67840 2.93609
Cl 7.51735 -6.66818 3.53610
C 8.18688 -5.20005 2.81399
Cl 7.66506 -5.02219 1.13440
H 7.84502 -4.33420 3.38637
H 9.27781 -5.25461 2.84371
Cl 1.34157 -0.38005 -6.90218
C 0.17706 0.82587 -7.46323
Cl 0.64711 2.45097 -6.95032
H 0.13218 0.79630 -8.55469
H -0.80581 0.59184 -7.04708
Cl -9.30427 7.93761 2.95172
C -9.59361 6.45616 3.87189
Cl -9.99030 6.82034 5.55563
H -10.42710 5.91332 3.41937
H -8.69262 5.83853 3.84424
Cl 4.01803 5.03269 0.02238
C 5.60929 4.55331 -0.58028
Cl 6.71046 5.93501 -0.63789
H 6.02706 3.79284 0.08404
H 5.49966 4.14355 -1.58730
Cl -11.10469 -1.47292 2.71258
C -10.79528 -0.34647 4.03941
Cl -12.26148 0.53855 4.47754
H -10.44563 -0.90840 4.90898
H -10.02843 0.36723 3.72862
Cl -11.23081 -4.28703 6.54982
C -12.00539 -2.86879 7.26658
Cl -10.84158 -1.55915 7.50191
H -12.80027 -2.52312 6.60112
H -12.42933 -3.14621 8.23473

=====

74
Properties=species:S:1:pos:R:3 method="wB97M-V/def2-TZVPD" charge=-1 e_tot_ev=-82713.7876
C -1.87314 4.24838 0.51037
C -1.90148 3.07393 0.20389
Nb -2.00643 0.85911 -0.13096
C -2.03956 -1.39084 -0.54700
C -2.51926 -1.80539 -1.87789
O -2.44168 -1.25315 -2.92154
Cl -3.37026 -3.44915 -1.91474
O -4.08845 1.06353 -0.33059
N -4.79902 -0.09351 -0.28545
O -5.92800 0.05671 -0.61138
B 0.34399 0.80000 -0.05949
N 1.17043 -0.11471 -0.87313
O 1.06585 1.65201 0.74257
P -2.04710 0.43417 2.40600
C -3.75279 -0.09085 2.91064
C -0.96436 -0.97530 2.94763
C -0.87332 -1.03294 4.47851
H -1.79551 5.13847 1.09703
H -1.78285 1.18006 -1.90595
H -2.60884 -1.95116 0.19420
H -1.02759 -1.79436 -0.50135
H 1.26985 -1.02703 -0.44452
H 0.72068 -0.22129 -1.77586
H 0.48169 2.06267 1.39173
H -3.89163 -1.16841 2.82790
H -3.86301 0.15908 3.96652
H -4.49445 0.45714 2.33953
H -1.34465 -1.92009 2.56347
H 0.03741 -0.78497 2.56680
H -1.86141 -0.99276 4.93230
H -0.33805 -1.92509 4.79925
H -0.31283 -0.17723 4.85707
C -0.09355 9.05196 0.74838
N -0.78177 7.79013 1.13021
O -1.70572 7.85486 1.91658
O -0.35570 6.77183 0.63158
H -0.56437 9.87501 1.27250
H 0.94775 8.93681 1.03464
H -0.18656 9.16385 -0.32751
C 1.84161 -3.93848 -2.73991
N 1.40712 -3.58940 -1.36489
O 2.22734 -3.49603 -0.47567
O 0.21281 -3.39422 -1.25091
H 2.91338 -4.07213 -2.75847
H 1.32337 -4.84695 -3.03062
H 1.51358 -3.08547 -3.33857
C -0.97028 -0.71551 -5.60088
N 0.29864 -1.49236 -5.51432
O 0.71680 -1.73498 -4.40212
O 0.82756 -1.83310 -6.55150
H -1.31050 -0.49824 -4.59364
H -0.75234 0.19301 -6.15419
H -1.68831 -1.33192 -6.13257
C 4.52018 7.94390 2.20195
N 3.31289 8.75118 1.87929
O 2.60059 9.10199 2.79543
O 3.11960 9.00147 0.70665
H 4.55720 7.80076 3.27468
H 4.42387 6.99679 1.67978
H 5.38322 8.49684 1.84481
C -0.68054 -5.84360 5.47582
N -1.21528 -4.55655 4.95053
O -2.05294 -3.98312 5.61419
O -0.76824 -4.18130 3.89040
H -1.16509 -6.05520 6.42131
H -0.90004 -6.60946 4.73876
H 0.39123 -5.72324 5.59894
C 4.38750 -7.10119 -5.30136
N 3.98066 -5.81904 -4.66178
O 3.01356 -5.24854 -5.11726
O 4.65818 -5.44129 -3.73013
H 3.70061 -7.31104 -6.11207
H 5.40189 -6.97320 -5.66552
H 4.34588 -7.87189 -4.53809

=====

53
Properties=species:S:1:pos:R:3 method="wB97M-V/def2-TZVPD" charge=+1 e_tot_ev=-73790.0064 multiplicity=6 s_squared=8.81
Fe 0.09695 0.02267 -0.14657
H -0.86437 -0.72357 0.91360
H -0.71217 0.69296 1.43773
P -0.07310 -2.16972 -0.38556
P -0.07694 2.23027 -0.43644
C 1.39457 3.25910 -0.03642
H 1.21139 4.30517 -0.31864
H 1.61999 3.22583 1.03624
H 2.25548 2.88220 -0.60176
C -0.39973 2.70974 -2.16148
H -1.35264 2.26768 -2.47750
H -0.44694 3.80182 -2.27558
H 0.41143 2.30352 -2.77523
C -1.39787 3.21158 0.40931
H -1.25565 3.19556 1.49452
H -1.37982 4.26162 0.08750
H -2.38928 2.80270 0.17598
C -0.21930 -2.68728 -2.15639
H -0.29344 -3.77550 -2.28805
H -1.11112 -2.22604 -2.59671
H 0.65818 -2.32584 -2.70272
C 1.31058 -3.27310 0.12738
H 1.42551 -3.23522 1.21718
H 1.14341 -4.31847 -0.17172
H 2.24202 -2.92442 -0.33358
C -1.48132 -3.16163 0.28762
H -2.43380 -2.73186 -0.04404
H -1.45780 -4.20906 -0.03954
H -1.46090 -3.14865 1.38345
C 1.63606 0.13095 0.83086
O 2.73271 -0.04970 1.18916
H 0.80621 0.02664 -1.51622
C 0.33454 0.10171 5.59702
C -0.14249 0.71916 4.32386
C -1.66296 0.52143 4.14850
O 0.55237 0.05478 3.27224
B 0.23725 0.92772 2.23439
O 0.33198 2.28933 2.62866
C 0.28658 2.24382 4.08226
C -0.69154 3.25953 4.65586
C 1.68599 2.53949 4.59469
H 0.01086 -0.94178 5.59180
H -0.12944 0.63483 6.43027
H 1.42445 0.17824 5.62978
H -1.84752 -0.55884 4.14637
H -2.22221 0.96030 4.98533
H -2.05924 0.92504 3.19974
H -0.74207 3.09718 5.74156
H -0.32637 4.28410 4.50012
H -1.70243 3.13256 4.24659
H 2.42208 1.86311 4.13627
H 1.95065 3.57149 4.32317
H 1.74904 2.45142 5.68972